Entry from OMol25: one molecule with the formula C4H8N2OS at a distorted geometry (ωB97M-V/def2-TZVPD).

```
! wB97M-V def2-TZVPD RIJCOSX def2/J DEFGRID3
* xyz 0 1
C -0.660 -0.248 -0.496
H -1.819 -0.492 1.216
C 1.296 0.722 0.322
H -0.941 -0.218 -1.564
H 0.302 -2.070 -0.806
N -1.906 -0.461 0.211
S -3.378 0.167 -0.343
H -0.406 1.968 -0.111
H -3.154 1.581 0.013
O -4.352 -0.254 0.641
C 1.574 -0.743 0.187
H 1.946 -1.182 1.121
H 2.337 -0.916 -0.587
N 0.275 -1.302 -0.153
C 0.072 1.007 -0.081
H 2.040 1.405 0.690
*
```

Results
Kohn-Sham gap   9.8 eV
LUMO level   0.796 eV
HOMO energy   -9.1 eV
Energy above the lowest of the compared OMol25 structures with the same formula, charge and spin   54.3 kcal/mol
M   132.188 u

Results of the Löwdin charge analysis, in e, for atoms 1 through 4:
1 C -0.4434
2 H 0.0985
3 C -0.0698
4 H 0.1397


Entry from OMol25: C4H9NO2 as an isolated structure at a distorted geometry (ωB97M-V/def2-TZVPD).

```
! wB97M-V def2-TZVPD RIJCOSX def2/J DEFGRID3
* xyz 0 1
C -0.007 -0.321 -1.824
H 1.954 0.084 0.132
H -0.698 1.215 2.194
H 0.940 -0.340 1.533
H -0.308 0.730 -1.883
O 0.162 -2.700 0.773
C -0.050 -0.836 -0.345
H -0.666 -0.923 -2.450
C 0.916 0.075 0.517
H 1.008 -0.374 -2.282
H -1.548 1.164 0.623
H -0.870 2.702 1.218
O 0.519 1.418 0.519
H -1.097 -1.332 0.396
C -0.714 1.624 1.172
N 0.459 -2.187 -0.291
*
```

Results
Kohn-Sham gap   9.1 eV
LUMO level   -0.268 eV
HOMO energy   -9.4 eV
Energy above the lowest of the compared OMol25 structures with the same formula, charge and spin   127.3 kcal/mol
M   103.121 u

Results of the Löwdin charge analysis, in e, for atoms 1 through 4:
1 C -0.0521
2 H 0.1402
3 H 0.0954
4 H 0.1142


Entry from OMol25: a 2-piece molecular cluster, C23H24F6N3S3 overall at a distorted geometry (ωB97M-V/def2-TZVPD).

```
! wB97M-V def2-TZVPD RIJCOSX def2/J DEFGRID3
* xyz 1 1
C -2.946 -0.481 6.730
C 0.350 -0.627 -1.984
F -0.346 -0.739 -8.849
C 1.260 -2.243 -4.502
F 1.789 -0.178 -8.904
H 0.702 0.817 -3.340
N 0.225 0.311 -1.006
C 1.266 -2.220 -6.887
H -2.227 4.121 1.178
H -2.674 1.812 0.708
S -3.749 1.148 2.691
C 0.876 -0.905 -4.466
H -0.731 1.745 8.008
C 1.457 -2.896 -5.698
C -2.677 1.852 3.878
C 0.657 -0.142 -8.177
H -3.663 4.276 2.183
H -3.463 -1.389 6.996
H -4.315 2.439 0.789
H 3.021 1.021 0.314
N 0.665 -0.199 -3.251
F 0.329 1.133 -7.889
F 0.712 -5.100 -5.660
C 1.398 -0.242 1.090
H 1.400 -2.788 -3.587
H 2.333 -0.233 4.257
H 4.137 0.889 2.396
C 0.700 -0.243 -5.678
H 1.412 -2.737 -7.822
C 1.839 -4.365 -5.699
N 1.273 -0.740 2.485
H -1.914 -0.335 8.598
C 2.521 -0.375 3.187
H -3.835 -0.360 4.799
S 0.116 -2.237 -1.641
C -1.404 1.287 7.300
C -2.479 1.277 5.132
C 0.886 -0.891 -6.878
H -0.463 0.856 0.911
C -2.073 0.115 7.632
F 2.531 -4.638 -6.821
H 1.911 -1.024 0.510
H 2.820 1.778 3.137
S -1.873 3.322 3.376
C -2.849 3.599 1.911
C -3.399 2.291 1.369
H 0.472 1.282 -1.201
C -1.598 1.864 6.073
F 2.592 -4.616 -4.610
C 3.048 0.904 2.518
H 1.722 1.907 1.087
C -3.152 0.087 5.500
C 0.055 0.028 0.419
H 1.083 -1.746 2.514
H -0.601 -0.841 0.522
H -1.089 2.774 5.807
H 3.251 -1.187 3.083
C 2.321 0.995 1.157
H 0.389 0.787 -5.692
*
```

Results
Kohn-Sham gap   4.7 eV
LUMO level   -5.479 eV
HOMO energy   -10.2 eV
M   552.655 u

Results of the Löwdin charge analysis, in e, for atoms 1 through 4:
1 C -0.0345
2 C -0.7900
3 F 0.1549
4 C 0.0068


> The lowest Kohn-Sham gap belongs to which entry?

C23H24F6N3S3


> Look up the M of the third one.

552.655 u